The following is a DFT calculation (the ωB97M-V functional and the def2-TZVPD basis) of a structure of composition C42H54ClN6O4Tl.

Results
Orbital gap ... 5.06 eV
Total charge ... -2

Each line ends with the Mulliken charge.
Atoms and positions in Å:
H 4.49150 -3.83141 0.88809  -0.0571
H -6.15063 1.46896 -0.79123  0.3005
H 4.31042 -3.03057 -2.46261  0.4696
C 2.66325 1.94107 4.54623  -1.2915
Tl -0.49816 -0.78368 0.39746  0.9819
C -3.38240 2.92265 0.15663  0.5113
C 4.20188 -0.86055 0.10056  1.2620
H -1.33281 3.15452 4.55513  0.4146
C 0.54885 -1.07343 -2.92812  0.1206
H 2.11402 -1.97595 -6.88994  0.3534
C -1.34660 -0.01011 -2.97906  0.0185
C -3.63605 2.44823 -1.09378  0.5016
O -1.43351 -0.73132 3.48835  -0.6687
C -4.83077 2.72918 -1.95399  -1.1109
H 5.55106 1.42690 1.03403  0.1402
H -6.78026 1.84755 -2.40494  0.3739
H 5.30323 -3.45639 2.41432  0.3433
O -0.93116 -2.70159 4.66892  -0.7763
H 6.15360 0.88605 -0.53109  0.2544
H -4.20207 6.05455 1.39008  0.3609
C 2.82162 0.42931 1.79023  -0.3739
C 1.56691 -1.33774 -6.18902  -0.9752
H -2.71562 0.63806 -7.12860  0.3676
C -2.14222 2.28257 0.59364  0.0607
C 3.51553 -6.31835 1.64314  -0.5627
H -3.81890 5.66328 -0.29640  0.3118
C 1.81143 -1.51076 -2.51375  -0.3368
C 0.15019 4.72512 4.45161  -1.1537
C 2.21902 -5.80415 2.27337  -0.9510
C 1.41920 -4.02725 0.90372  0.6101
H 5.87664 -1.78729 -3.91846  0.3860
O 0.11607 -0.68356 5.26314  -0.7197
H 3.45833 -6.15154 0.56307  0.2826
H 3.14442 0.96820 4.67440  0.3772
O 0.69025 -1.75586 3.25098  -0.7055
C 0.36161 2.39954 3.52361  0.7196
C -0.24628 3.24845 4.59697  -1.3320
H 6.22432 -1.48654 0.38373  0.4681
H 7.17393 0.71290 0.90744  0.4331
H -5.29198 3.67520 -1.65536  0.3983
H 2.26019 -5.93528 3.35978  0.3690
H -0.44915 5.37156 5.10009  0.3864
H -5.23552 3.86251 0.64761  0.4186
C 5.31765 -1.24258 -3.15152  -1.2441
H 5.69514 -2.55234 -1.48298  0.5008
H -3.21228 -0.59328 -5.01459  0.3971
H -0.99204 0.65502 -6.71465  0.2041
C -2.41402 0.81474 -2.60279  -0.3036
C 4.69433 -5.52866 2.21555  -1.0174
C -5.87479 1.60983 -1.83751  -1.1380
N -1.69804 1.44876 -0.36396  -0.3654
H -2.08757 -1.49706 -6.02881  0.3850
H 3.68553 0.44396 2.44842  0.2942
H 1.01916 -0.58965 -6.76381  0.2246
C -0.03011 -1.33807 -4.24350  0.5980
H -3.20152 0.94842 -3.33900  0.1754
H 4.75246 -5.70805 3.29574  0.3666
H -0.17384 -2.59517 -5.96134  0.4111
C 6.14568 0.66038 0.53658  -1.2597
C -4.18317 3.91654 0.94188  -1.0650
C -2.55320 1.51702 -1.40210  -0.0678
C -2.00071 0.63633 -6.29997  -1.0488
C 3.90431 -1.44997 -1.09248  0.2050
H 3.63087 -7.39329 1.81218  0.3945
C -1.21551 -0.66392 -4.27913  0.5142
Cl -0.39275 -1.46011 4.15374  1.7941
C 3.72608 2.99735 4.20900  -1.0008
N 2.06846 -4.38439 2.00581  0.1060
C 2.49263 -1.17267 -1.34217  -0.0909
H -4.52588 2.83525 -2.99903  0.3968
H -5.46820 0.66616 -2.20154  0.2715
H 2.28584 -0.81937 -5.55357  0.1827
H 2.35000 -2.14081 -3.21505  0.1459
N 1.97443 -0.47762 -0.30843  -0.2133
H 1.14922 -2.99081 -4.87013  0.3778
H -4.12627 3.66308 2.00301  0.4242
H 1.20146 4.86314 4.70859  0.2543
H 3.25191 3.95382 3.98608  0.2702
N 0.81968 -3.81435 -0.06258  -0.6350
C 1.69466 1.11574 2.23703  -0.0960
H 5.43027 -0.89879 1.84537  0.2388
H 0.06978 2.87335 5.57375  0.5131
H 4.30178 2.69979 3.33076  0.0835
C 1.59920 1.84085 3.50078  0.8692
H 5.96722 -0.47157 -2.73271  0.2614
C 0.60237 -2.16072 -5.32380  -1.1446
C -1.51228 2.50854 1.82283  -0.5168
C -0.27532 2.03417 2.25846  0.1673
C -3.67509 5.34992 0.73967  -1.1467
H 4.41703 3.13912 5.04576  0.3765
H 3.14802 -3.70196 3.62740  0.2989
H 0.01262 5.04498 3.41746  0.2742
N 0.54978 1.24566 1.54184  -0.5897
C 3.15110 -3.56835 2.54073  -0.0294
H 2.93868 -2.52236 2.32794  -0.4298
H -2.03721 3.16024 2.51431  0.0849
C 5.53579 -0.72845 0.76989  -1.1731
N -0.27994 -0.29209 -2.21145  -0.4002
C -2.19348 -0.59940 -5.41199  -1.1319
C 4.49214 -4.03118 1.96290  0.1079
C 2.96137 -0.26321 0.58125  0.0521
H -2.13802 1.54939 -5.71900  0.2703
H 2.19437 2.19623 5.50016  0.4247
H -2.60755 5.39817 0.95786  0.2610
H 4.46539 -0.74972 -3.61952  0.2090
H 5.63237 -5.86812 1.76710  0.3882
C 4.82677 -2.16956 -2.02895  -1.1305
H 1.35357 -6.34440 1.89172  0.4829


The following is a DFT calculation (the ωB97M-V functional and the def2-TZVPD basis) of a structure of composition C28H35CoN4O2S2.

Results
Energy above the lowest of the compared OMol25 structures with the same formula, charge and spin ... 5.9 kcal per mole
Orbital gap (spin up / spin down) ... 7.29 / 7.21 eV
2S+1 ... 4
Total charge ... +1
Expectation value of S² ... 3.763

Each line ends with the Mulliken spin population.
Atoms and positions in Å:
C -2.64488 1.50766 5.32357  -0.0001
C -3.24713 2.14267 -3.62297  -0.0013
H 5.98630 1.17440 3.42869  0.0004
H 1.05794 0.36282 -3.23505  -0.0008
H -3.58981 3.35524 2.55371  -0.0001
C 2.59452 -3.41867 -0.60828  -0.0067
O 2.83824 -7.68763 -3.36461  0.0002
C 3.30726 -5.71011 -2.03819  0.0112
N 0.15213 0.67308 -1.41240  0.0262
C -2.03433 1.59983 -1.43190  -0.0101
C -1.79330 1.29228 2.95180  0.0009
H 5.11287 -4.67563 -2.51517  -0.0002
H 1.99174 -7.22664 -3.34439  0.0001
C 3.78145 -6.94849 -2.73387  -0.0006
S 3.45043 1.51912 -0.41349  0.0619
H -4.10070 3.42139 -2.07073  -0.0001
C -0.85741 1.04132 0.74254  0.0219
H -4.61775 1.34233 -5.09080  0.0000
C -2.79700 3.33237 -4.48413  0.0007
H 5.36448 -1.54893 2.33472  0.0004
C -1.90082 1.41122 1.56421  -0.0111
C -0.90921 1.18405 -3.47968  -0.0042
C -2.05335 1.63705 -2.82265  0.0035
S 2.18096 -2.04284 0.43335  0.1452
C 1.73308 -4.50929 -0.66054  0.0140
C -2.96407 1.69475 3.84150  -0.0005
N 4.29807 1.27604 2.15346  0.0058
C -4.17730 0.82334 3.48276  0.0005
H -2.98362 0.70072 -5.25000  -0.0001
H 4.46447 -2.62112 -1.29551  -0.0030
H -4.77226 1.77640 -2.10172  -0.0001
C -0.92774 1.11600 -0.75488  0.0312
H -4.12915 3.47354 4.22670  -0.0001
N 5.23160 -0.12777 0.78634  0.0015
C 0.41139 0.43843 2.56650  -0.0006
C 4.35758 0.85730 0.89231  0.0152
H -5.02149 1.09191 4.11949  -0.0001
H -2.81664 1.78930 1.13366  -0.0046
H -4.48614 0.96101 2.44506  0.0001
H -1.79834 2.12189 5.63811  -0.0001
H -2.44355 3.81334 3.81895  0.0002
Co 1.66491 0.00662 -0.19355  2.6730
C -4.39389 2.59348 -2.72057  0.0003
C 5.75137 -0.56199 2.08532  0.0008
H -2.88871 1.95187 -0.87590  -0.0033
C 4.16340 -4.61701 -1.99914  -0.0052
H 6.83738 -0.59581 2.07156  0.0001
H -2.43019 0.46479 5.56587  0.0000
H 1.41462 -6.49516 -1.37831  -0.0005
H -4.03119 0.13179 -3.94465  0.0000
H 5.26089 -0.69518 -0.04408  0.0012
H 3.81537 2.12228 2.40149  -0.0011
H -2.39503 4.13730 -3.86568  0.0001
H -2.03248 3.04484 -5.20716  -0.0001
H -0.43817 0.64690 4.50476  -0.0004
C -3.29685 3.17234 3.58891  0.0000
H -0.84025 1.19105 -4.55841  -0.0008
C 3.80209 -3.47792 -1.30286  0.0088
H -3.95972 -0.23554 3.63462  0.0002
H 4.65378 0.09807 3.86870  0.0006
C 2.08825 -5.64552 -1.37460  -0.0071
C -0.59832 0.78475 3.44595  -0.0096
N 0.29564 0.57162 1.24903  0.0419
H 0.79396 -4.46910 -0.12538  -0.0003
C 0.15819 0.71767 -2.74837  -0.0014
H -3.50815 1.81001 5.91693  0.0001
C 5.20303 0.52906 3.03537  -0.0022
H -3.64971 3.72515 -5.03988  0.0000
H -5.21953 2.94273 -3.34073  0.0000
C -3.74379 1.00719 -4.53029  0.0007
H 1.34827 0.02404 2.92083  0.0058
O 4.92629 -7.29402 -2.74626  0.0017